(1)
{"formula": "C4H12NO2", "method": "ωB97M-V/def2-TZVPD", "elements": ["C", "H", "H", "O", "O", "H", "H", "H", "C", "H", "C", "H", "C", "H", "H", "H", "H", "N", "H"], "coordinates": [[0.99, -0.67, -0.70], [-2.74, 0.85, -3.23], [0.73, -2.03, 1.02], [-0.69, 1.51, 1.12], [-2.78, 0.83, -2.27], [-1.13, -1.14, -0.79], [1.49, 0.26, -0.92], [-0.79, 0.48, -0.73], [1.19, -1.07, 0.76], [-0.61, -0.43, -2.10], [1.07, 0.02, 1.86], [2.26, -1.24, 0.73], [0.07, 1.15, 1.96], [1.30, -1.44, -1.40], [0.94, -0.50, 2.81], [2.05, 0.50, 2.04], [-3.05, 1.73, -2.02], [-0.46, -0.44, -1.09], [0.16, 1.62, 2.96]], "lumo_energy_ev": -3.13, "charge": 1, "orbital_gap_ev": 10.821}

=====

(2)
{"formula": "C5H3CaO6", "method": "ωB97M-V/def2-TZVPD", "elements": ["O", "O", "C", "O", "H", "Ca", "O", "H", "C", "C", "O", "C", "H", "C", "O"], "coordinates": [[1.86, -1.52, -0.42], [1.36, 0.37, 1.82], [-0.12, -0.49, -1.31], [-0.18, 0.57, -2.02], [-1.23, 3.88, -0.81], [-1.90, 0.79, -0.63], [-1.05, 2.95, -1.04], [-1.12, -1.12, -1.16], [1.20, -2.77, 1.29], [0.58, -0.08, 1.00], [-1.28, -0.96, 2.42], [-0.85, -0.36, 1.51], [-0.29, 2.93, -1.67], [0.89, -0.75, -0.32], [2.13, -3.44, 1.37]], "lumo_energy_ev": [-5.52, -6.08], "charge": 1, "orbital_gap_ev": [7.445, 5.731]}

=====

(3)
{"formula": "C4H8O2", "method": "ωB97M-V/def2-TZVPD", "elements": ["C", "H", "H", "H", "O", "O", "H", "H", "C", "H", "H", "C", "C", "H"], "coordinates": [[0.62, -0.76, -1.41], [1.35, 1.76, 0.75], [1.44, -1.46, -1.07], [-0.20, 1.78, 1.61], [0.15, -0.68, 0.54], [-1.91, -1.14, 1.21], [-0.41, -2.52, 1.01], [-1.33, 0.63, -0.26], [-0.79, -1.49, 0.95], [0.98, -0.08, -2.13], [0.00, 2.73, 0.14], [0.27, 1.77, 0.59], [-0.22, 0.53, -0.24], [-0.20, -1.42, -1.74]], "lumo_energy_ev": 0.77, "orbital_gap_ev": 9.820}

=====

(4)
{"formula": "C4H5NO2", "method": "ωB97M-V/def2-TZVPD", "elements": ["C", "C", "H", "O", "C", "N", "O", "H", "C", "H", "H", "H"], "coordinates": [[1.18, -1.02, -0.26], [0.57, 0.78, 1.24], [0.46, 1.60, 0.53], [0.15, -1.10, -1.18], [-1.91, -0.11, -0.64], [1.41, -0.29, 0.73], [-2.90, -0.11, -0.03], [-0.44, 0.43, 1.51], [-0.77, -0.07, -1.30], [1.03, 1.17, 2.15], [1.88, -1.81, -0.52], [-0.59, 0.70, -2.04]], "smiles": "C/N=C\\OC=C=O", "lumo_energy_ev": 0.27, "orbital_gap_ev": 9.383}

=====

(5)
{"formula": "C6H6O", "method": "ωB97M-V/def2-TZVPD", "elements": ["H", "C", "H", "H", "C", "C", "C", "H", "H", "O", "H", "C", "C"], "coordinates": [[-0.36, 2.07, -0.53], [-0.16, 0.41, 0.92], [0.41, -2.13, -0.49], [-1.74, 0.88, -0.63], [-0.68, 1.04, -0.41], [0.25, 0.00, -0.98], [1.57, 0.21, -0.76], [-0.50, 0.78, 1.89], [2.13, 0.26, 1.30], [-0.71, -0.95, 0.78], [-1.21, -1.64, -1.13], [-0.34, -1.34, -0.54], [1.34, 0.42, 0.58]], "lumo_energy_ev": -0.37, "orbital_gap_ev": 8.407}

=====

(6)
{"formula": "C29H27Cl2IrN3OS", "method": "ωB97M-V/def2-TZVPD", "elements": ["Cl", "C", "H", "C", "H", "H", "C", "C", "H", "C", "C", "H", "C", "C", "C", "N", "H", "C", "H", "H", "C", "H", "C", "H", "H", "Ir", "Cl", "C", "H", "C", "S", "C", "H", "C", "H", "H", "C", "C", "C", "H", "H", "H", "C", "N", "H", "H", "C", "C", "O", "C", "H", "H", "H", "N", "C", "H", "C", "H", "C", "C", "C", "H", "C", "H"], "coordinates": [[0.00, -0.95, 3.09], [0.55, 4.69, -0.50], [-5.21, -0.58, -3.72], [1.57, -0.44, 3.63], [-2.78, -1.00, -4.02], [-2.68, -4.52, -0.54], [0.95, 5.14, 0.74], [2.55, -0.07, 2.71], [5.00, 0.70, 4.94], [-2.28, -0.41, -2.05], [-1.71, -4.11, -0.81], [1.18, 6.19, 0.90], [1.80, -0.40, 5.00], [-1.28, -2.93, -0.25], [0.74, 2.91, 1.53], [-0.10, -2.37, -0.55], [2.73, 1.12, -3.00], [4.03, 0.38, 4.58], [0.67, 2.09, -3.88], [1.01, -0.70, 5.68], [0.25, 3.35, -0.69], [-1.90, -2.38, 0.45], [3.03, 0.00, 5.47], [1.33, 4.54, 2.78], [-0.80, 1.94, -1.89], [0.22, 0.01, 0.10], [5.06, 0.82, 2.15], [-4.53, -0.39, -2.90], [-1.22, -0.60, -2.20], [1.04, 4.23, 1.79], [2.34, -0.15, 0.97], [-2.72, 0.07, -0.79], [-5.64, 1.08, 0.68], [1.03, 2.46, -2.92], [-1.19, -5.68, -2.19], [0.45, 5.38, -1.34], [0.72, -3.02, -1.38], [-2.35, 0.88, 1.47], [-4.11, 0.34, -0.64], [-4.09, 1.58, 2.53], [1.04, -4.70, -2.68], [3.22, 0.03, 6.53], [-0.88, -4.75, -1.72], [1.96, -2.41, -1.63], [2.42, 1.79, -1.40], [2.57, -2.99, -2.20], [1.95, 1.42, -2.30], [-1.84, 0.33, 0.32], [1.17, 0.25, -1.96], [0.35, -4.21, -2.00], [-6.04, 0.29, -1.58], [-0.77, 3.57, -2.54], [-1.69, 1.11, 2.30], [0.36, 2.48, 0.32], [-3.73, 1.15, 1.61], [2.44, -2.15, -0.77], [-0.16, 2.81, -2.03], [0.80, 2.16, 2.31], [-3.15, -0.64, -3.07], [-4.99, 0.09, -1.71], [3.79, 0.34, 3.22], [1.63, -0.60, -2.12], [-4.58, 0.88, 0.58], [1.63, 3.35, -3.13]], "multiplicity": 5, "lumo_energy_ev": [-1.95, -4.74], "charge": 1, "orbital_gap_ev": [8.083, 5.644]}